The following is a quantum chemistry calculation of a molecular structure, C2H3Br4P at a distorted geometry, from the OMol25 dataset.

Values from the calculation:
Energy above the lowest of the compared OMol25 structures with the same formula, charge and spin (eV): 0.264
Strongest force on any atom (eV Å⁻¹): 3.03
Kohn-Sham gap (Ha): 0.3619
E_HOMO (eV): -9.70

Atoms and positions in Å:
C  -1.1551  -0.0842  -0.0234
C  0.1558  0.6192  0.0638
P  1.8466  -0.3788  0.0614
Br  0.5148  1.8495  -1.5127
Br  0.2101  1.7459  1.6268
Br  1.5087  -1.7827  1.7096
Br  1.4468  -1.5252  -1.7619
H  -1.8485  0.6879  -0.0537
H  -1.4428  -0.5479  0.8381
H  -1.2365  -0.5836  -0.9481

Force components x, y, z for each atom (eV/Å):
C 1.240 1.761 -1.588
C 1.949 0.001 -0.260
P -0.724 1.451 -0.037
Br -0.439 -0.643 0.628
Br 0.082 -0.015 0.303
Br -0.280 -0.364 0.208
Br -0.053 -0.583 -0.281
H -1.572 1.660 -0.415
H -0.105 -2.084 2.200
H -0.098 -1.183 -0.757